Record 1
C4H8BrClSi | ωB97M-V/def2-TZVPD

CARTESIAN COORDINATES (ANGSTROEM)
1 C 2.039 -2.021 0.690
2 C 1.670 -0.851 0.231
3 C -0.881 0.881 -1.871
4 C -1.114 1.086 1.353
5 Si -0.818 0.026 -0.186
6 Cl -1.954 -1.653 -0.178
7 Br 2.920 0.532 -0.176
8 H 3.076 -2.285 0.863
9 H 1.309 -2.781 0.914
10 H -1.825 1.414 -1.990
11 H -0.075 1.600 -1.985
12 H -0.806 0.158 -2.681
13 H -1.037 0.478 2.254
14 H -0.392 1.892 1.426
15 H -2.111 1.524 1.335

The lowest unoccupied orbital energy is 0.019 Ha.

Record 2
C4H8BrO2SZn | ωB97M-V/def2-TZVPD

CARTESIAN COORDINATES (ANGSTROEM)
1 Zn 3.325 -6.622 26.934
2 Br 4.667 -7.788 26.374
3 C 6.695 -8.621 23.185
4 C 5.720 -9.175 24.220
5 C 4.581 -9.804 23.435
6 S 5.522 -10.920 22.224
7 O 4.753 -11.069 20.990
8 O 5.971 -12.074 22.995
9 C 6.900 -9.670 22.091
10 H 7.670 -8.308 23.559
11 H 6.213 -7.751 22.739
12 H 5.262 -8.523 24.965
13 H 6.169 -9.955 24.835
14 H 3.959 -9.053 22.949
15 H 3.810 -10.347 23.982
16 H 6.702 -9.160 21.148
17 H 7.834 -10.233 22.092

As for the energy above the lowest of the compared OMol25 structures with the same formula, charge and spin: 125.9 kcal/mol. The lowest unoccupied orbital energy is -0.296 Ha. Its charge is +1.

Record 3
C4H8Cl2Si | ωB97M-V/def2-TZVPD

CARTESIAN COORDINATES (ANGSTROEM)
1 C -1.542 -0.006 0.218
2 C -0.760 0.359 -0.800
3 C -3.054 0.515 0.369
4 C 2.503 -1.171 0.544
5 Si 1.914 0.235 -0.705
6 Cl 4.217 -1.547 0.117
7 Cl 2.168 2.152 -0.099
8 H -1.289 -0.523 1.109
9 H -1.098 0.683 -1.725
10 H -2.793 1.462 0.892
11 H -3.712 -0.148 0.966
12 H -3.432 0.850 -0.700
13 H 2.415 -0.683 1.505
14 H 2.043 -2.173 0.394
15 H 2.422 -0.005 -2.084

As for the energy above the lowest of the compared OMol25 structures with the same formula, charge and spin: 114.4 kcal/mol. The lowest unoccupied orbital energy is 0.015 Ha.

Record 4
C4H8ClF | ωB97M-V/def2-TZVPD

CARTESIAN COORDINATES (ANGSTROEM)
1 C 1.159 1.720 0.320
2 C -1.198 -1.545 0.595
3 C 1.481 0.561 -0.580
4 C -1.036 -0.780 -0.598
5 F -1.045 -1.513 -1.753
6 Cl -2.033 0.679 -0.749
7 H 1.150 1.362 1.397
8 H 0.146 2.142 0.135
9 H 1.867 2.476 0.137
10 H -0.997 -1.301 1.598
11 H -2.334 -1.785 0.768
12 H -0.702 -2.559 0.567
13 H 1.535 0.761 -1.594
14 H 2.008 -0.218 -0.242

As for the energy above the lowest of the compared OMol25 structures with the same formula, charge and spin: 103.4 kcal/mol. The lowest unoccupied orbital energy (spin up / spin down) is 0.026 / 0.006 Ha.

Record 5
C4H8ClFN | ωB97M-V/def2-TZVPD

CARTESIAN COORDINATES (ANGSTROEM)
1 C -1.225 1.589 -0.867
2 C 0.437 0.382 -0.653
3 C -2.011 1.541 0.260
4 C 0.413 -0.770 1.440
5 N 0.204 -0.682 0.048
6 F -2.800 0.568 0.496
7 Cl -1.793 2.652 1.509
8 H -0.747 2.599 -1.000
9 H -1.503 0.946 -1.659
10 H 0.877 1.228 -0.218
11 H 0.637 0.161 -1.608
12 H -0.598 -0.714 2.016
13 H 0.914 -1.679 1.652
14 H 1.021 0.124 1.760
15 H 0.173 -1.554 -0.462

As for the energy above the lowest of the compared OMol25 structures with the same formula, charge and spin: 38.3 kcal/mol. The lowest unoccupied orbital energy is -0.190 Ha. Its charge is +1.

Record 6
C4H8ClFN3 | ωB97M-V/def2-TZVPD

CARTESIAN COORDINATES (ANGSTROEM)
1 C 0.205 -1.229 -0.045
2 C -0.047 -0.199 1.159
3 C -0.569 1.054 0.694
4 C -1.877 1.210 0.114
5 N -0.444 -2.280 0.025
6 N 1.107 -0.796 -0.975
7 N 1.647 0.451 -0.996
8 F 1.133 -0.069 1.817
9 Cl 3.274 0.575 -0.263
10 H -0.741 -0.751 1.810
11 H 0.093 1.912 0.756
12 H -2.480 1.810 0.813
13 H -2.392 0.269 -0.067
14 H -1.843 1.834 -0.782
15 H -0.370 -3.043 -0.629
16 H 1.571 -1.548 -1.484
17 H 1.732 0.800 -1.949

As for the energy above the lowest of the compared OMol25 structures with the same formula, charge and spin: 48.9 kcal/mol. The lowest unoccupied orbital energy is -0.248 Ha. Its charge is +1.

Record 7
C4H8ClInO2 | ωB97M-V/def2-TZVPD

CARTESIAN COORDINATES (ANGSTROEM)
1 C 0.638 -0.812 -1.738
2 C -0.569 -1.380 -0.964
3 Cl -2.142 -1.228 -1.907
4 C -0.765 -0.810 0.471
5 In -0.472 1.423 0.728
6 C 1.220 1.703 2.240
7 O 1.048 1.409 3.452
8 O 2.362 2.154 1.859
9 H 1.599 -1.278 -1.443
10 H 0.496 -1.088 -2.811
11 H 0.724 0.287 -1.703
12 H -0.380 -2.472 -0.856
13 H -1.808 -1.056 0.774
14 H -0.111 -1.307 1.220
15 H -1.911 2.247 1.471
16 H 0.072 2.207 -0.792

The lowest unoccupied orbital energy is 0.190 Ha. Its charge is -2.

Record 8
C4H8ClN | ωB97M-V/def2-TZVPD

CARTESIAN COORDINATES (ANGSTROEM)
1 C -1.352 1.666 -0.001
2 C 0.076 1.300 0.124
3 C 0.710 0.108 0.294
4 C 0.151 -1.262 0.246
5 H -1.730 2.140 0.917
6 H -1.559 2.366 -0.815
7 H -1.955 0.762 -0.137
8 H 0.779 2.172 0.169
9 H 0.141 -1.758 1.206
10 H -0.955 -1.240 0.020
11 H 0.813 -1.868 -1.667
12 H 1.721 -2.345 -0.349
13 N 0.769 -2.194 -0.631
14 Cl 2.389 0.153 0.624

Its SMILES is C/C=C(/Cl)CN. As for the energy above the lowest of the compared OMol25 structures with the same formula, charge and spin: 6.5 kcal/mol. The lowest unoccupied orbital energy is 0.036 Ha.

Record 9
C4H8ClN | ωB97M-V/def2-TZVPD

CARTESIAN COORDINATES (ANGSTROEM)
1 C 1.738 -0.359 0.620
2 C 0.516 0.012 -0.009
3 C -0.100 1.405 -0.206
4 C -0.757 0.312 0.541
5 H 2.665 -1.064 -1.110
6 H 2.879 0.543 -0.855
7 H 1.684 -1.391 0.909
8 H 2.076 0.198 1.456
9 H 0.374 -0.341 -1.081
10 H -0.319 1.423 -1.273
11 H 0.089 2.338 0.251
12 H -0.920 0.528 1.627
13 N 2.829 -0.359 -0.397
14 Cl -2.159 -0.467 -0.166

Its SMILES is NC[C@@H]1C[C@H]1Cl. As for the energy above the lowest of the compared OMol25 structures with the same formula, charge and spin: 26.6 kcal/mol. The lowest unoccupied orbital energy is 0.039 Ha.

Record 10
C4H8ClN2 | ωB97M-V/def2-TZVPD

CARTESIAN COORDINATES (ANGSTROEM)
1 C -1.493 -1.984 -0.251
2 C 0.059 -0.206 0.038
3 C 2.189 0.057 -1.174
4 C -1.700 1.467 1.527
5 N -0.557 -1.251 0.097
6 N 1.111 0.439 -0.266
7 Cl -0.908 2.905 1.916
8 H -1.708 -2.917 0.293
9 H -1.907 -1.793 -1.230
10 H 3.055 0.677 -0.836
11 H 1.870 0.264 -2.237
12 H 2.578 -0.992 -1.164
13 H -1.635 0.752 2.376
14 H -2.291 1.250 0.698
15 H 1.337 1.331 0.211

As for the energy above the lowest of the compared OMol25 structures with the same formula, charge and spin: 129.0 kcal/mol. The lowest unoccupied orbital energy (spin up / spin down) is -0.227 / -0.167 Ha. Its charge is +1.

Number 1: calculated total energy -94719.912 eV. Number 2: calculated total energy -137655.963 eV. Number 3: calculated total energy -37197.963 eV. Number 4: calculated total energy -19513.544 eV. Number 5: calculated total energy -20998.431 eV. Number 6: calculated total energy -23976.882 eV. Number 7: calculated total energy -26065.937 eV. Number 8: calculated total energy -18289.488 eV. Number 9: calculated total energy -18288.619 eV. Number 10: calculated total energy -19768.739 eV.